# 1
This record from the OMol25 dataset describes a cluster of 10 separate species, C46H98F3N3O20 in total in a non-equilibrium geometry. The level of theory is the ωB97M-V functional and the def2-TZVPD basis.

Summary:
HOMO-LUMO gap: 9.47 eV
Energy: -3779.75121 Eh
Spin multiplicity: 1
Energy above the lowest of the compared OMol25 structures with the same formula, charge and spin: 28.4 kcal per mole
Structure (SMILES): CCOC(=O)C(F)(F)F.COCCOCCOC.COCCOCCOC.COCCOCCOC.COCCOCCOC.COCCOCCOC.COCCOCCOC.CC#N.CC#N.CC#N
HOMO energy: -8.949 eV
Net charge: 0
Lowest unoccupied orbital energy: 0.01901 Eh

Geometry (Å):
F1 0.11 -6.74 10.66
F2 -0.42 -6.48 8.60
F3 -0.54 -8.45 9.58
O1 -1.12 -11.20 13.05
O2 -8.09 -1.35 13.42
O3 -8.29 -10.39 12.03
O4 -3.42 -6.04 18.37
O5 -2.96 -10.76 4.82
O6 -1.15 -12.91 4.52
O7 -10.95 -10.46 11.08
O8 -3.04 -6.34 9.48
O9 1.27 -9.44 12.61
O10 -4.22 -2.20 14.02
O11 -2.28 -7.00 11.52
O12 -9.21 -5.36 16.31
O13 -1.52 -3.35 18.22
O14 -2.56 -6.98 15.68
O15 -2.29 -0.03 13.57
O16 -5.21 -2.21 16.87
O17 1.85 -6.80 14.33
O18 -8.05 -4.20 13.73
O19 -2.96 -8.08 5.43
O20 -5.38 -9.80 12.83
N1 -4.03 -1.84 9.45
N2 -6.76 -6.05 10.91
N3 -6.38 -4.24 7.43
C1 -7.99 -5.57 14.19
C2 2.63 -7.49 13.37
C3 -1.57 -4.47 19.12
C4 -12.35 -10.56 10.99
C5 -2.66 1.00 14.46
C6 -2.14 -8.99 6.17
C7 -6.16 -5.36 7.58
C8 -7.13 -10.54 11.20
C9 -3.86 -5.50 17.13
C10 -3.33 -0.38 12.66
C11 -3.49 -5.24 12.64
C12 -5.39 -2.84 14.55
C13 -4.57 -1.07 13.19
C14 2.42 -9.01 13.34
C15 -3.89 -6.60 16.05
C16 -2.16 -6.80 10.20
C17 -6.59 -3.43 10.87
C18 -5.98 -9.58 11.55
C19 -4.16 -1.26 16.92
C20 -2.52 -6.77 5.62
C21 -9.27 -2.12 13.19
C22 -1.79 -9.95 13.06
C23 -5.91 -6.80 7.72
C24 -0.29 -14.03 4.55
C25 -10.54 -9.45 11.94
C26 -2.09 -8.15 16.34
C27 -6.10 -9.27 13.96
C28 -9.04 -9.20 11.74
C29 -3.00 -2.23 9.16
C30 -0.74 -7.15 9.72
C31 -2.40 -13.19 5.11
C32 -0.17 -2.90 18.09
C33 -6.07 -2.09 15.72
C34 0.44 -6.74 14.02
C35 -9.19 -3.44 14.01
C36 -1.70 -2.82 8.76
C37 -6.75 -4.89 10.87
C38 -0.18 -11.26 11.97
C39 -2.70 -10.42 6.14
C40 -9.35 -5.88 17.63
C41 -7.99 -5.77 15.72
C42 1.21 -10.82 12.38
C43 -8.20 -0.06 12.85
C44 -3.49 -6.75 12.24
C45 -2.97 -5.10 19.35
C46 -3.40 -12.10 4.63
H1 -2.99 -5.56 20.34
H2 -1.15 -9.08 12.89
H3 -4.40 -6.96 11.68
H4 -4.46 -6.28 15.17
H5 -11.10 -8.51 11.88
H6 -10.22 -1.61 13.33
H7 -2.90 -0.97 11.85
H8 0.56 -13.91 3.88
H9 -0.85 -5.26 18.90
H10 -10.61 -9.73 13.00
H11 -3.73 0.53 12.22
H12 -5.01 -7.12 7.18
H13 -6.83 -11.57 11.40
H14 0.05 -14.21 5.57
H15 -3.30 -4.55 11.82
H16 -1.82 -3.90 8.80
H17 -5.42 -9.27 14.81
H18 -12.80 -10.70 11.98
H19 -7.00 -5.87 13.85
H20 -3.15 -6.08 5.07
H21 -2.80 -5.03 13.46
H22 -2.27 -9.85 14.04
H23 -4.48 -0.24 16.73
H24 -1.08 -8.28 15.96
H25 -9.33 -6.97 17.65
H26 -7.44 0.59 13.30
H27 -1.29 -4.15 20.13
H28 -5.30 -0.42 13.69
H29 -6.52 -8.27 13.81
H30 -6.82 -7.30 7.40
H31 0.30 -6.01 13.23
H32 -2.68 -6.49 6.67
H33 2.51 -7.02 12.38
H34 0.28 -2.56 19.03
H35 -0.18 -12.26 11.52
H36 -0.93 -2.48 9.46
H37 -3.87 -1.28 17.97
H38 3.29 -9.43 12.83
H39 -7.85 -6.84 15.91
H40 -9.39 -2.29 12.11
H41 3.68 -7.24 13.51
H42 -9.15 0.45 13.05
H43 -9.20 -3.16 15.06
H44 -5.58 -3.25 11.21
H45 -7.40 -3.09 11.51
H46 -4.47 -5.01 13.07
H47 0.48 -3.65 17.63
H48 -2.02 -11.07 6.68
H49 -0.07 -6.39 14.91
H50 -0.84 -14.94 4.30
H51 1.97 -11.15 11.67
H52 -4.39 -12.29 5.04
H53 -12.60 -11.47 10.46
H54 -6.06 -2.91 13.69
H55 -2.01 1.06 15.33
H56 -6.24 -1.03 15.55
H57 -1.45 -6.61 5.46
H58 -7.00 -2.57 16.02
H59 -10.12 -3.97 13.80
H60 -5.14 -9.70 10.87
H61 -7.13 -5.29 16.20
H62 -8.88 -8.80 10.73
H63 -1.43 -2.48 7.76
H64 -5.65 -7.13 8.72
H65 -3.16 -4.74 16.79
H66 -3.33 -1.57 16.28
H67 -0.20 -2.03 17.44
H68 -8.55 -5.59 18.33
H69 -3.69 -10.48 6.63
H70 2.50 -9.50 14.32
H71 -4.80 -4.98 17.32
H72 -3.49 -12.21 3.54
H73 -1.14 -9.05 5.72
H74 -12.83 -9.70 10.52
H75 -6.79 -3.02 9.88
H76 1.47 -11.31 13.33
H77 -4.46 -7.49 16.33
H78 -6.96 -9.90 14.21
H79 -8.82 -6.11 13.74
H80 -2.61 2.00 14.02
H81 -5.07 -1.44 12.29
H82 0.05 -7.73 13.77
H83 -2.66 -9.08 16.25
H84 -8.67 -8.42 12.41
H85 -5.22 -3.90 14.75
H86 -2.02 -8.71 7.22
H87 -3.46 -7.38 13.12
H88 -2.24 -13.13 6.19
H89 -6.31 -8.54 11.64
H90 -0.54 -10.64 11.14
H91 -2.79 -14.18 4.86
H92 -2.08 -7.99 17.42
H93 -3.70 -4.28 19.34
H94 -3.67 0.84 14.84
H95 -2.58 -9.99 12.31
H96 -8.01 -0.04 11.77
H97 -7.38 -10.41 10.15
H98 -10.31 -5.53 18.01

These are the Mulliken partial charges, in e, on atoms 1 to 8: atom 1 (F): -0.282, atom 2 (F): -0.226, atom 3 (F): -0.191, atom 4 (O): -0.519, atom 5 (O): 0.097, atom 6 (O): -0.410, atom 7 (O): -0.467, atom 8 (O): -0.266

# 2
This record from the OMol25 dataset describes a cluster of 2 separate species, C11H13N3 in total in a non-equilibrium geometry. The level of theory is the ωB97M-V functional and the def2-TZVPD basis.

Summary:
HOMO-LUMO gap: 9.64 eV
Energy: -591.14416 Eh
Spin multiplicity: 1
Energy above the lowest of the compared OMol25 structures with the same formula, charge and spin: 45.6 kcal per mole
Structure (SMILES): CC1=C(C#N)CCC1.c1cncnc1
HOMO energy: -9.259 eV
Net charge: 0
Lowest unoccupied orbital energy: 0.01405 Eh

Geometry (Å):
N1 0.24 2.77 0.81
N2 -2.76 0.88 1.47
N3 -2.37 -1.17 0.39
C1 2.14 -1.43 -0.10
C2 -2.12 -0.46 -0.70
C3 1.69 0.42 -1.68
C4 -2.61 -0.37 1.50
C5 0.74 1.93 0.22
C6 -2.54 1.54 0.37
C7 1.79 -1.09 -1.60
C8 1.18 0.68 -0.32
C9 0.88 -0.36 1.94
C10 -2.14 0.92 -0.88
C11 1.34 -0.36 0.52
H1 3.17 -1.43 0.12
H2 0.78 -1.38 -1.81
H3 1.62 -0.69 2.59
H4 1.91 -2.43 0.11
H5 -1.98 1.35 -1.93
H6 -2.91 -0.89 2.51
H7 0.97 0.79 -2.44
H8 2.62 1.08 -1.78
H9 2.48 -1.51 -2.39
H10 -2.08 -1.01 -1.70
H11 -2.61 2.61 0.58
H12 -0.01 -1.01 1.98
H13 0.58 0.62 2.21

These are the Mulliken partial charges, in e, on atoms 1 to 8: atom 1 (N): -0.645, atom 2 (N): -0.422, atom 3 (N): -0.583, atom 4 (C): -1.107, atom 5 (C): 0.155, atom 6 (C): -0.848, atom 7 (C): -0.169, atom 8 (C): 0.129

# 3
This record from the OMol25 dataset describes a structure of composition C57H40BBrCl2F4N5O5PSSeY in a non-equilibrium geometry. The level of theory is the ωB97M-V functional and the def2-TZVPD basis.

Summary:
HOMO-LUMO gap (alpha / beta): 4.49 / 3.84 eV
Energy: -9944.46840 Eh
Spin multiplicity: 1
Energy above the lowest of the compared OMol25 structures with the same formula, charge and spin: 3.2 kcal per mole
HOMO energy (alpha / beta): -2.595 / -1.946 eV
Net charge: -1
Lowest unoccupied orbital energy (alpha / beta): 0.06950 / 0.06944 Eh

Geometry (Å):
Y1 -1.25 1.14 -0.44
Br1 -2.32 4.31 -0.78
Se1 0.25 2.21 -2.42
Cl1 -4.78 -1.45 -3.12
Cl2 -8.19 -0.42 0.89
S1 -2.06 -1.91 0.86
P1 -0.57 3.45 1.93
F1 -3.41 7.08 -0.45
F2 -3.08 8.87 1.52
F3 -1.54 8.25 3.66
F4 -0.39 5.87 3.85
O1 -2.19 2.29 -4.06
O2 -1.70 -0.51 1.24
O3 -2.97 0.47 -1.67
O4 -0.62 0.81 -4.83
O5 8.84 -7.62 -1.69
N1 4.62 -2.86 -0.53
N2 3.45 -4.02 -2.00
N3 -3.45 1.66 0.66
N4 0.95 0.32 0.43
N5 -0.47 -1.04 -1.47
C1 2.96 0.61 1.74
C2 -3.99 1.24 -7.10
C3 -0.82 3.00 3.71
C4 -3.74 2.38 1.77
C5 -2.69 6.73 0.61
C6 6.81 -4.84 -0.61
C7 -1.96 3.43 4.39
C8 7.78 -6.77 -1.67
C9 0.61 -3.23 -2.85
C10 2.72 -2.94 -1.58
C11 -3.05 -2.48 2.30
C12 3.43 -2.20 -0.66
C13 6.67 -6.86 -2.50
C14 -4.12 0.23 -1.10
C15 7.84 -5.75 -0.72
C16 -1.36 2.12 6.32
C17 2.97 4.67 0.35
C18 1.17 4.06 1.85
C19 -2.62 -3.90 2.68
C20 -1.17 -1.71 -2.39
C21 -6.62 -0.15 0.16
C22 -2.22 3.01 5.69
C23 -3.04 0.34 -7.56
C24 -2.11 5.48 0.70
C25 -4.96 2.33 2.42
C26 1.65 0.90 1.39
C27 -2.52 7.67 1.61
C28 1.68 4.22 0.55
C29 4.59 -3.95 -1.36
C30 -0.24 1.67 5.64
C31 -3.81 1.95 -5.91
C32 3.61 -0.41 1.03
C33 0.83 -1.43 -1.23
C34 -0.69 -2.99 1.42
C35 -5.96 1.49 1.93
C36 -1.16 6.10 2.79
C37 8.78 -8.71 -2.59
C38 3.78 4.95 1.45
C39 -0.69 -2.79 -3.10
C40 -4.44 0.88 0.14
C41 -1.37 -4.28 1.85
C42 5.69 -4.91 -1.46
C43 1.99 4.35 2.94
C44 3.29 4.79 2.73
C45 -1.74 7.35 2.71
C46 2.92 -1.08 0.05
C47 -5.10 -0.62 -1.62
C48 0.03 2.10 4.35
C49 -1.86 0.11 -6.85
C50 -6.33 -0.83 -1.01
C51 -5.71 0.73 0.76
C52 5.64 -5.94 -2.39
C53 -2.64 1.72 -5.22
C54 -1.36 5.11 1.82
C55 1.57 -0.72 -0.27
C56 -1.68 0.82 -5.68
C57 1.38 -2.55 -1.93
B1 -0.93 1.73 -3.83
H1 0.92 1.73 3.86
H2 1.07 3.97 -0.31
H3 -0.22 -2.45 2.25
H4 9.66 -9.31 -2.40
H5 4.80 5.29 1.30
H6 -2.97 3.02 2.15
H7 3.92 4.99 3.59
H8 7.88 -9.31 -2.43
H9 1.62 4.23 3.95
H10 3.35 4.78 -0.66
H11 1.04 -4.08 -3.37
H12 -1.11 -0.59 -7.20
H13 -4.89 1.40 -7.67
H14 -1.55 1.80 7.33
H15 6.88 -4.08 0.15
H16 -4.54 2.66 -5.54
H17 -1.32 -3.29 -3.82
H18 -3.42 -4.61 2.49
H19 -2.65 4.11 3.92
H20 -0.69 -4.91 2.42
H21 3.45 1.17 2.53
H22 -2.18 -1.35 -2.55
H23 5.40 -2.56 0.03
H24 -2.39 -3.94 3.75
H25 0.44 0.97 6.11
H26 -6.93 1.42 2.42
H27 -2.81 -1.74 3.07
H28 -3.10 3.37 6.20
H29 -1.67 -4.84 0.97
H30 -3.22 -0.20 -8.48
H31 8.81 -8.37 -3.63
H32 4.64 -0.67 1.26
H33 4.78 -6.00 -3.04
H34 8.70 -5.70 -0.07
H35 1.13 1.64 1.95
H36 -5.12 2.94 3.30
H37 0.02 -3.12 0.61
H38 6.61 -7.64 -3.25
H39 -7.05 -1.49 -1.45
H40 -4.11 -2.39 2.05

These are the Mulliken partial charges, in e, on atoms 1 to 8: atom 1 (Y): 0.203, atom 2 (Br): -0.180, atom 3 (Se): -0.699, atom 4 (Cl): -0.277, atom 5 (Cl): -0.327, atom 6 (S): 0.505, atom 7 (P): 1.390, atom 8 (F): -0.333

# 4
This record from the OMol25 dataset describes a structure of composition C20H30GeN3O11PSeV in a non-equilibrium geometry. The level of theory is the ωB97M-V functional and the def2-TZVPD basis.

Summary:
HOMO-LUMO gap (alpha / beta): 5.67 / 5.13 eV
Energy: -7535.79316 Eh
⟨S²⟩: 0.757
Spin multiplicity: 2
Energy above the lowest of the compared OMol25 structures with the same formula, charge and spin: 7.3 kcal per mole
HOMO energy (alpha / beta): -5.772 / -5.226 eV
Net charge: 0
Lowest unoccupied orbital energy (alpha / beta): -0.00366 / -0.00368 Eh

Geometry (Å):
Se1 2.40 -0.41 0.80
Ge1 0.35 -0.41 3.06
V1 0.75 0.29 -1.08
P1 -1.66 -1.10 -3.07
O1 -0.32 -0.81 -2.48
O2 4.21 1.63 -2.58
O3 -1.18 0.84 -0.62
O4 -2.69 2.28 -1.35
O5 1.30 -1.41 0.06
O6 3.96 -0.68 0.58
O7 1.81 1.13 0.55
O8 2.55 0.21 -1.99
O9 2.09 -0.67 2.50
O10 1.37 -0.14 -4.43
O11 -2.31 -0.15 -4.05
N1 -3.92 -0.45 -1.76
N2 -0.47 -1.76 -5.25
N3 0.67 2.08 -2.25
C1 1.25 1.28 -4.61
C2 -0.88 -4.72 4.51
C3 0.42 3.40 4.76
C4 -0.14 -2.15 3.71
C5 0.29 2.00 -3.69
C6 1.16 3.23 5.92
C7 -0.33 2.87 -1.49
C8 -2.91 -1.53 -1.82
C9 -1.20 -2.51 -4.14
C10 0.81 -3.16 3.78
C11 0.45 -4.44 4.18
C12 -1.83 -3.72 4.44
C13 1.30 0.87 5.48
C14 3.07 1.39 -2.24
C15 -1.47 -2.44 4.04
C16 1.60 1.96 6.28
C17 2.07 2.56 -2.09
C18 0.56 1.03 4.32
C19 -1.46 1.93 -1.10
C20 0.12 2.31 3.96
H1 1.84 -2.95 3.51
H2 -0.46 2.45 3.05
H3 -0.70 1.55 -3.76
H4 1.66 -0.12 5.77
H5 1.19 -5.23 4.24
H6 0.13 3.21 -0.57
H7 -0.71 3.73 -2.05
H8 -0.55 0.03 1.91
H9 2.19 1.83 7.19
H10 0.88 1.44 -5.61
H11 -0.10 -2.37 -5.97
H12 -2.03 -3.06 -4.59
H13 1.41 4.08 6.54
H14 -1.16 -5.72 4.82
H15 2.25 1.73 -4.56
H16 -4.14 -0.15 -2.70
H17 -3.33 -2.51 -2.09
H18 -2.23 -1.66 3.99
H19 0.07 4.39 4.48
H20 -4.76 -0.78 -1.31
H21 -2.87 -3.93 4.69
H22 2.33 3.35 -2.80
H23 -2.39 -1.63 -0.87
H24 -3.24 1.45 -1.28
H25 0.30 -1.16 -4.89
H26 0.22 3.03 -4.09
H27 -1.13 -1.09 -5.64
H28 1.82 -0.29 -3.58
H29 2.21 2.94 -1.07
H30 -0.50 -3.17 -3.64

These are the Mulliken partial charges, in e, on atoms 1 to 8: atom 1 (Se): 0.994, atom 2 (Ge): 1.751, atom 3 (V): 1.578, atom 4 (P): 1.038, atom 5 (O): -0.332, atom 6 (O): -0.713, atom 7 (O): -0.406, atom 8 (O): -0.559